1.
The following is a quantum chemistry calculation of a structure of composition C38H37ClCrN4O4PS4, from the Open Molecules 2025 dataset.

XYZ file:
```
90
Properties=species:S:1:pos:R:3:forces:R:3
Cr -0.361643 -1.951494 0.542802 -0.421 0.041 0.170
S -0.092065 -6.408182 -0.103641 0.015 -0.029 0.027
C -0.244673 -4.807241 0.143228 -0.037 -0.005 -0.033
S 0.625097 -3.890728 1.368473 -0.185 0.130 -0.020
S -1.316821 -3.728028 -0.679472 0.227 0.049 -0.179
N -0.688621 -1.740140 3.686829 0.052 -0.075 -0.244
P -1.782568 -1.904096 2.375089 0.054 -0.031 0.341
C -2.786871 -0.392881 2.446149 -0.053 -0.087 0.048
C -4.056704 -0.393145 1.872717 -0.009 0.008 -0.015
C -4.793394 0.778943 1.814683 0.058 0.030 0.017
C -4.261841 1.958984 2.324609 -0.005 -0.033 -0.002
C -2.994176 1.964070 2.889356 0.010 -0.060 -0.017
C -2.254413 0.788142 2.947570 -0.016 0.096 -0.019
C -2.877764 -3.199843 3.004174 0.008 -0.042 0.007
C -3.594485 -2.957431 4.181630 -0.049 -0.001 -0.076
C -4.383150 -3.955111 4.730311 0.006 -0.008 -0.027
C -4.468749 -5.195072 4.103285 0.015 0.041 0.021
C -3.768891 -5.435210 2.931358 0.045 0.057 -0.028
C -2.968304 -4.440316 2.378313 0.011 -0.010 0.088
C 0.590677 -1.307434 3.430503 -0.139 0.055 -0.137
C 1.538141 -1.244245 4.458007 -0.058 -0.015 0.054
C 2.765945 -0.698042 4.189521 0.133 0.029 0.088
C 3.031390 -0.200826 2.915227 0.086 0.032 0.048
C 2.065176 -0.334668 1.954660 -0.320 -0.077 -0.054
N 0.859265 -0.912941 2.171764 0.299 -0.100 -0.063
H -0.837814 -2.261191 4.535391 -0.056 0.046 0.076
H -4.466860 -1.308640 1.459930 0.010 0.018 0.023
H -5.778651 0.775246 1.364941 0.035 -0.004 0.020
H -4.839195 2.875118 2.281992 0.022 -0.035 -0.004
H -2.577094 2.882820 3.284597 -0.012 -0.040 -0.017
H -1.259487 0.800088 3.375949 -0.024 0.003 0.009
H -3.553641 -1.980061 4.652126 0.010 -0.035 -0.008
H -4.940403 -3.764696 5.639452 0.026 -0.007 -0.028
H -5.086696 -5.973841 4.533652 0.011 0.026 -0.018
H -3.836992 -6.398875 2.441651 0.014 0.046 0.012
H -2.420845 -4.625019 1.463219 -0.057 -0.012 0.056
H 1.282210 -1.612935 5.442980 0.000 0.024 -0.031
H 3.513386 -0.639302 4.971618 -0.022 -0.001 -0.032
H 3.970739 0.273717 2.668363 -0.031 -0.020 0.024
H 2.232595 0.053730 0.964367 -0.021 -0.034 -0.156
C 2.959657 -2.230115 -0.724361 0.158 0.067 -0.124
C 2.780998 -1.763284 -2.138755 0.171 -0.110 0.104
C 3.893308 -1.704501 -2.967434 0.100 -0.045 0.077
C 3.782602 -1.373978 -4.304257 0.056 -0.030 -0.017
Cl 5.217311 -1.260675 -5.287761 -0.066 -0.004 0.040
C 2.542745 -1.145481 -4.858256 -0.125 0.022 -0.024
C 1.418788 -1.191484 -4.042604 0.091 0.038 -0.096
C 1.536274 -1.444940 -2.678929 -0.312 -0.023 -0.056
O 0.434870 -1.411647 -1.836050 0.024 0.199 -0.092
C -0.756554 -0.861558 -2.421638 0.351 -0.277 0.044
C -1.662449 -0.250058 -1.390678 -0.001 -0.122 0.816
O -2.421748 0.632418 -1.732415 -0.222 0.126 -0.055
O -1.600542 -0.710311 -0.162788 0.214 0.031 -0.486
H 3.909718 -1.877422 -0.316837 -0.041 -0.037 -0.029
H 2.941730 -3.319815 -0.666242 -0.007 0.005 -0.026
H 2.169468 -1.878089 -0.080496 -0.132 0.094 0.128
H 4.869182 -1.929448 -2.551078 -0.050 0.027 -0.026
H 2.441532 -0.930534 -5.914214 0.003 -0.016 0.042
H 0.455758 -1.039012 -4.504230 0.040 0.008 0.005
H -1.298720 -1.653005 -2.941183 -0.049 -0.065 -0.105
H -0.508368 -0.064079 -3.109894 0.043 0.107 -0.032
C -1.067098 3.893295 -3.729746 -0.004 -0.012 0.015
C -2.283515 4.077375 -2.827033 0.021 -0.103 -0.043
C -1.906549 4.352267 -1.374857 0.121 -0.208 0.079
N -1.198689 3.208014 -0.788023 0.020 0.200 -0.052
C 0.129105 3.031222 -0.691418 -0.142 0.089 -0.064
S 0.777385 1.499578 -0.669900 0.196 0.108 0.117
N 0.862824 4.199356 -0.576873 0.132 -0.142 -0.185
C 2.250866 4.398093 -0.608772 0.068 -0.080 -0.011
O 2.696248 5.370721 -0.045580 -0.003 0.025 0.071
C 3.116244 3.461220 -1.384039 -0.149 0.092 0.022
C 4.303433 3.035367 -0.808129 0.114 -0.084 -0.001
C 5.128269 2.157082 -1.500384 -0.068 0.062 -0.044
C 4.777122 1.735416 -2.778260 0.005 0.033 0.034
C 3.606215 2.200043 -3.368525 0.026 -0.007 0.041
C 2.774568 3.058982 -2.668967 -0.039 -0.050 -0.090
H -1.369212 3.719509 -4.763860 0.001 0.014 0.047
H -0.472268 3.030379 -3.414684 -0.051 0.047 0.004
H -0.423014 4.777969 -3.713589 -0.024 -0.038 0.004
H -2.902457 3.175579 -2.856386 0.009 0.049 -0.015
H -2.902004 4.906938 -3.179965 0.014 -0.007 -0.008
H -2.800846 4.536085 -0.780531 -0.028 0.005 0.045
H -1.286047 5.243649 -1.315528 0.055 0.049 0.019
H -1.704121 2.329109 -0.832872 -0.106 -0.094 -0.056
H 0.390577 4.999121 -0.183240 -0.051 0.061 0.027
H 4.564497 3.381865 0.185006 -0.003 -0.014 -0.051
H 6.050335 1.811771 -1.047880 -0.041 0.001 -0.018
H 5.419522 1.052409 -3.323082 -0.037 0.034 0.035
H 3.333594 1.872655 -4.365159 0.032 0.027 0.042
H 1.847640 3.402722 -3.114995 0.054 -0.020 0.029
```
Forces are in eV/Å.

Summary:
- Energy above the lowest of the compared OMol25 structures with the same formula, charge and spin: 12.0 kcal/mol
- HOMO (alpha / beta): -7.70 / -7.68 eV
- ⟨S²⟩: 0.767
- LUMO (alpha / beta): -0.74 / -0.28 eV
- Charge: 0
- Gap between HOMO and LUMO (alpha / beta): 0.2558 / 0.2718 Eh
- 2S+1: 2

***

2.
The following is a quantum chemistry calculation of a cluster of 2 separate species, C6H10NO in total in a non-equilibrium geometry, from the Open Molecules 2025 dataset.

XYZ file:
```
18
Properties=species:S:1:pos:R:3:forces:R:3
C -2.981822 -0.345125 0.013703 0.446 -2.402 -1.716
C -1.771824 0.197303 0.235149 3.367 2.995 0.548
C -4.221199 -0.012180 0.257348 -5.257 -2.705 1.835
C 0.974926 -0.377535 1.297784 -0.126 -2.186 -0.003
C 1.466026 0.315478 -1.145197 -0.365 3.319 -2.491
C -0.664983 0.701608 0.179316 -0.731 -0.265 -0.681
N 0.742395 0.605361 0.158518 1.130 0.989 1.989
O -5.359591 -0.201078 0.561777 3.988 1.897 -1.398
H -2.695911 -1.286595 -0.587555 -1.767 1.065 0.721
H 2.052839 -0.341186 1.512121 -0.273 -0.620 -0.136
H 0.437583 0.045306 2.189811 0.367 -0.677 -1.023
H 0.551663 -1.419744 0.940853 1.087 2.140 1.076
H 1.706169 1.300329 -1.790703 -1.648 -1.684 1.582
H 2.452831 0.176445 -0.917551 2.484 -1.251 1.233
H 1.146427 -0.425298 -1.890691 -0.777 0.007 1.126
H -1.585155 0.242837 -2.024026 0.332 0.565 -1.344
H -1.387232 0.587107 -2.688456 -0.322 -0.537 0.762
H 1.317043 1.383660 0.687084 -1.936 -0.649 -2.080
```
Forces are in eV/Å.

Summary:
- Energy above the lowest of the compared OMol25 structures with the same formula, charge and spin: 145.8 kcal/mol
- HOMO: -12.79 eV
- LUMO: -3.85 eV
- Charge: +1
- Gap between HOMO and LUMO: 0.3285 Eh
- 2S+1: 1